C50H62AlBIN8O5 as an isolated structure, computed with ωB97M-V with the def2-TZVPD basis set.

Each line ends with the Mulliken charge.
CARTESIAN COORDINATES (ANGSTROEM)
I (0.98, 0.86, 0.93)  -0.054
Al (-1.87, -4.09, 1.64)  0.937
O (-5.73, -1.02, 1.22)  -0.606
O (-2.93, -2.70, 0.84)  -1.168
O (-4.93, -2.48, 3.12)  -0.587
O (-3.29, -0.69, 2.07)  -0.224
O (-1.07, -2.78, 2.77)  -0.776
N (-0.30, -1.35, -3.36)  -0.255
N (-8.77, -1.65, -4.87)  -0.532
N (1.29, 6.06, 1.03)  -0.353
N (-2.73, 4.02, 2.71)  -0.124
N (1.91, -7.15, -1.16)  -0.413
N (1.37, -6.52, -6.38)  -0.418
N (8.69, 4.41, 4.56)  -0.223
N (6.76, 8.15, 1.41)  -0.543
C (-4.83, 5.08, 3.28)  -0.672
C (-10.78, -2.39, -3.75)  -0.349
C (3.49, -8.31, -6.72)  -0.209
C (-10.08, -1.52, -4.58)  -0.176
C (-5.31, -0.13, -3.12)  -0.902
C (3.38, 7.19, 1.44)  -0.086
C (1.30, -8.31, -1.48)  0.060
C (0.32, 1.37, 4.47)  -0.942
C (1.02, -1.42, -3.08)  -0.032
C (-3.31, 6.16, 1.76)  -0.714
C (2.49, 6.51, 0.62)  -0.337
C (-10.08, -3.47, -3.20)  -0.173
C (1.77, -6.71, 0.11)  -0.281
C (8.88, 6.35, 1.08)  -0.163
C (1.77, 6.98, 3.21)  -0.781
C (-2.46, 5.08, 1.92)  -0.660
C (1.92, -2.19, -3.79)  -0.723
C (-0.73, -2.10, -4.40)  -0.129
C (7.37, 2.59, 6.23)  -0.152
C (2.15, -6.89, -5.35)  -0.365
C (0.09, -2.90, -5.17)  -0.634
C (0.03, -0.48, 2.45)  -1.128
C (7.37, 4.53, 4.86)  0.106
C (-0.70, 0.36, 3.66)  0.273
C (-8.12, -2.70, -4.32)  -0.179
C (1.44, -2.95, -4.86)  -0.048
C (1.66, -7.05, -7.59)  -0.221
C (-2.35, -1.35, 1.14)  1.279
C (-8.73, -3.62, -3.49)  -0.396
C (0.95, 6.30, 2.32)  0.075
C (9.33, 3.36, 5.12)  -0.280
C (-2.40, -0.33, -0.16)  0.890
C (6.68, 3.66, 5.68)  -0.714
C (7.05, 7.61, 0.21)  -0.150
C (-2.63, 1.25, 0.32)  -0.668
C (0.42, -8.58, 0.72)  -0.199
C (-3.91, 4.05, 3.37)  -0.125
C (2.70, -7.94, -7.80)  -0.372
C (8.72, 2.43, 5.95)  -0.448
C (3.01, 7.43, 2.76)  -0.297
C (0.55, -9.05, -0.58)  -0.553
C (-0.88, -1.67, 1.78)  0.104
C (-3.49, -0.75, -1.31)  -0.359
C (8.09, 6.72, -0.01)  -0.485
C (7.54, 7.77, 2.45)  -0.215
C (1.04, -7.39, 1.08)  -0.378
C (-4.52, 6.16, 2.45)  -0.116
C (3.21, -7.77, -5.47)  -0.514
C (8.60, 6.89, 2.33)  -0.321
C (-4.23, 0.55, -2.04)  -0.079
B (-4.59, -1.39, 2.14)  0.340
H (6.86, 1.88, 6.88)  0.368
H (-0.16, -9.14, 1.45)  0.366
H (9.29, 1.60, 6.36)  0.352
H (3.81, -8.04, -4.60)  0.386
H (-10.59, -4.17, -2.55)  0.357
H (-3.04, 6.98, 1.11)  0.380
H (-5.48, -0.10, 0.84)  0.319
H (-2.01, 1.56, 1.26)  -0.069
H (1.34, 1.56, 3.89)  0.235
H (-1.80, -2.03, -4.61)  0.343
H (-5.21, 6.99, 2.35)  0.347
H (4.33, 7.53, 1.06)  0.284
H (0.96, -7.00, 2.09)  0.413
H (1.45, 7.15, 4.23)  0.370
H (-5.88, -0.97, -2.54)  0.225
H (-5.76, 5.05, 3.83)  0.383
H (-10.58, -0.67, -5.03)  0.348
H (-2.94, -4.88, 2.51)  -0.465
H (1.43, -8.64, -2.50)  0.276
H (-0.90, -4.91, 0.67)  -0.237
H (-0.31, -3.48, -5.99)  0.364
H (0.61, 0.91, 5.51)  0.256
H (0.96, -1.02, 2.96)  0.516
H (6.41, 7.93, -0.61)  0.362
H (8.27, 6.32, -1.00)  0.366
H (9.70, 5.66, 0.94)  0.371
H (1.34, -0.81, -2.24)  0.310
H (2.12, -3.57, -5.44)  0.452
H (6.88, 5.38, 4.40)  0.274
H (-1.51, 5.03, 1.39)  0.932
H (-5.38, -3.24, 2.65)  0.276
H (-3.51, 1.20, -2.68)  0.182
H (1.02, -6.73, -8.40)  0.358
H (-3.76, 1.51, 0.55)  -0.005
H (-11.83, -2.24, -3.55)  0.339
H (-8.16, -4.45, -3.07)  0.347
H (7.29, 8.21, 3.41)  0.417
H (-0.02, 5.93, 2.63)  0.335
H (-2.88, -1.29, -2.17)  -0.156
H (2.88, -8.35, -8.79)  0.349
H (-2.29, 1.98, -0.57)  0.264
H (2.97, -2.20, -3.52)  0.345
H (10.39, 3.28, 4.87)  0.345
H (-4.80, -0.49, -4.12)  0.238
H (1.90, -6.45, -4.39)  0.650
H (-0.13, -2.18, 1.02)  0.141
H (-4.10, 3.18, 4.01)  0.379
H (4.31, -9.01, -6.85)  0.357
H (-4.91, 1.17, -1.29)  0.182
H (5.62, 3.81, 5.88)  0.375
H (3.67, 7.97, 3.43)  0.434
H (2.27, -5.78, 0.34)  0.380
H (-1.06, -0.46, 4.45)  0.336
H (2.74, 6.30, -0.41)  0.352
H (-1.33, -0.39, -0.67)  -0.245
H (-4.35, -1.45, -0.95)  0.244
H (-1.66, 0.95, 3.32)  -0.108
H (9.20, 6.62, 3.19)  0.371
H (-0.14, 2.45, 4.67)  0.205
H (0.08, -9.98, -0.89)  0.341
H (-7.07, -2.77, -4.57)  0.417
H (-6.12, 0.73, -3.32)  0.312

Values from the calculation:
Orbital gap ... 7.39 eV
Total charge ... -1
Lowest unoccupied orbital energy ... 0.0686 hartree
Molecular weight ... 1019.795 g/mol

***

C50H62BN8O5PPdS4 as an isolated structure, computed with ωB97M-V with the def2-TZVPD basis set.

Each line ends with the Löwdin spin population.
CARTESIAN COORDINATES (ANGSTROEM)
Pd (1.75, 0.46, 0.29)  1.057
S (-0.35, 1.62, -0.34)  0.438
S (-5.34, -6.04, -0.27)  0.000
S (1.86, 3.03, -1.28)  0.497
S (1.56, 1.00, 2.65)  0.256
P (1.90, -1.86, -0.18)  0.151
O (-4.87, -6.89, -1.32)  0.000
O (4.48, 1.82, -0.08)  0.010
O (-6.08, -6.55, 0.84)  0.000
O (-0.87, -3.58, -1.64)  0.042
O (-1.02, -1.68, -0.44)  0.029
N (-0.45, 3.21, 1.89)  0.015
N (2.18, 3.56, 1.95)  0.034
N (0.83, 5.55, -1.79)  0.027
N (0.68, 4.88, 0.29)  0.019
N (-2.19, 1.89, 1.72)  0.023
N (3.86, 2.52, 2.90)  0.030
N (4.10, 0.49, -0.12)  0.064
N (-4.07, -5.25, 0.43)  0.000
C (0.71, -4.21, 0.97)  0.006
C (0.35, -4.96, 2.07)  0.000
C (-2.28, 2.55, 2.92)  0.010
C (-7.59, -2.76, -0.80)  0.000
C (-3.31, 0.64, -0.18)  0.013
C (-4.62, 1.67, 1.64)  0.000
C (3.59, -2.53, -0.47)  0.032
C (3.24, 4.42, 1.96)  0.024
C (1.11, -1.08, -4.06)  0.314
C (5.99, -3.78, -1.21)  0.003
C (-0.20, 5.14, -3.97)  0.001
C (1.14, -3.23, 3.53)  0.000
C (-6.91, -3.81, -0.21)  0.000
C (4.69, 1.63, 3.79)  0.002
C (2.30, 4.97, -3.76)  0.014
C (0.55, -4.47, 3.36)  0.002
C (-2.95, -4.83, -0.40)  0.000
C (1.28, -2.95, 1.13)  0.013
C (1.17, -2.08, -1.84)  0.256
C (-1.04, 2.28, 1.12)  0.044
C (-6.88, -3.49, -2.97)  0.000
C (3.72, -3.91, -0.46)  0.011
C (1.48, -1.07, -2.70)  0.027
C (4.53, 0.14, 3.49)  0.001
C (-8.33, -1.44, -2.81)  0.000
C (-6.21, -4.70, -1.02)  0.000
C (1.22, 7.18, -3.59)  0.000
C (0.40, -3.28, -2.32)  0.069
C (1.04, 5.69, -3.28)  0.002
C (2.57, 2.39, 2.49)  0.011
C (-3.15, -0.32, 2.13)  0.001
C (-7.58, -2.58, -2.19)  0.000
C (0.40, -2.19, -4.58)  0.010
C (1.13, 4.55, -0.94)  0.028
C (-2.75, -3.32, -0.25)  0.004
C (4.90, -4.54, -0.82)  0.001
C (4.28, 3.79, 2.55)  0.029
C (4.71, -1.76, -0.83)  0.005
C (6.16, 2.00, 3.59)  0.000
C (4.26, 1.93, 5.23)  0.003
C (-6.19, -4.55, -2.40)  0.000
C (4.83, -0.30, -0.79)  0.006
C (-1.46, -2.76, -0.77)  0.003
C (1.50, -2.47, 2.42)  0.004
C (0.05, 6.10, 0.19)  0.019
C (0.14, 6.52, -1.08)  0.016
C (-1.21, 3.37, 3.02)  0.010
C (5.89, -2.40, -1.21)  -0.001
C (-3.31, 0.96, 1.31)  0.002
C (0.07, -3.23, -3.78)  0.220
B (0.76, 4.16, 1.66)  0.004
H (1.52, 7.29, -4.63)  0.000
H (-8.39, -1.54, -3.89)  0.000
H (6.92, -4.26, -1.50)  0.000
H (6.40, 2.99, 3.97)  0.000
H (-8.16, -2.08, -0.18)  0.000
H (6.44, 1.94, 2.54)  0.000
H (-3.85, -5.65, 1.33)  0.000
H (1.37, -0.25, -4.70)  0.018
H (-0.94, 4.06, 3.79)  0.001
H (-0.10, 5.25, -5.05)  0.000
H (-0.32, 4.07, -3.74)  0.000
H (2.88, -4.53, -0.16)  0.001
H (-1.10, 5.66, -3.65)  0.000
H (6.77, 1.30, 4.15)  0.000
H (-3.09, 2.40, 3.60)  0.001
H (0.56, -4.64, -0.01)  0.001
H (-3.38, 1.54, -0.79)  0.001
H (4.53, -0.06, 2.42)  0.000
H (-2.05, -5.38, -0.15)  0.000
H (5.38, -0.38, 3.94)  0.000
H (6.75, -1.81, -1.49)  0.000
H (-0.21, 7.43, -1.54)  0.001
H (-3.91, -1.03, 1.84)  0.000
H (-0.39, 6.58, 1.05)  0.001
H (-5.67, -5.28, -3.00)  0.000
H (-4.65, 2.67, 1.20)  0.000
H (4.42, 2.98, 5.48)  0.000
H (0.13, -2.21, -5.62)  -0.005
H (2.19, 3.89, -3.74)  0.005
H (-6.94, -3.96, 0.86)  0.000
H (3.20, 1.69, 5.37)  0.002
H (-3.25, -0.12, 3.19)  0.000
H (-2.17, -0.76, 1.94)  0.000
H (0.27, -5.06, 4.22)  0.000
H (0.29, 7.75, -3.47)  0.000
H (-9.34, -1.37, -2.41)  0.000
H (5.25, 1.94, -0.66)  0.002
H (0.99, -4.19, -2.12)  0.026
H (-4.80, 1.76, 2.71)  0.000
H (-7.83, -0.49, -2.59)  0.000
H (4.96, -5.62, -0.81)  0.000
H (5.27, 4.15, 2.76)  0.002
H (-2.45, 0.05, -0.49)  0.007
H (3.17, 5.25, -3.18)  0.003
H (-5.45, 1.09, 1.23)  0.000
H (1.31, -2.84, 4.52)  0.000
H (-6.88, -3.38, -4.05)  0.000
H (1.99, 7.63, -2.96)  0.000
H (1.95, -1.50, 2.57)  0.002
H (5.71, 0.11, -1.30)  0.002
H (3.17, 5.42, 1.59)  0.001
H (-4.21, 0.05, -0.37)  0.001
H (-0.08, -5.95, 1.93)  0.000
H (-3.56, -2.79, -0.75)  0.000
H (-0.47, -4.08, -4.16)  0.010
H (2.47, 5.26, -4.79)  0.001
H (3.62, -0.26, 3.93)  0.000
H (-3.18, -5.07, -1.44)  0.000
H (2.06, -0.22, -2.34)  0.004
H (4.84, 1.32, 5.92)  0.000
H (0.62, 5.03, 2.48)  0.001
H (-2.80, -3.04, 0.81)  0.000

Values from the calculation:
Orbital gap (alpha / beta) ... 7.13 / 5.57 eV
Total charge ... +2
Lowest unoccupied orbital energy (alpha / beta) ... -0.1775 / -0.2527 hartree
2S+1 ... 5
Molecular weight ... 1131.571 g/mol

***

C50H62BN9O6S4TeTi as an isolated structure, computed with ωB97M-V with the def2-TZVPD basis set.

Each line ends with the Löwdin spin population.
CARTESIAN COORDINATES (ANGSTROEM)
Te (-2.10, 0.67, 0.70)  0.425
Ti (0.51, -2.28, 1.02)  0.011
S (0.58, -4.91, 1.48)  0.004
S (2.88, 5.03, -4.08)  0.000
S (3.13, -3.77, 0.29)  0.000
S (2.05, -5.24, 4.12)  0.000
O (-0.58, 1.74, -5.62)  0.000
O (3.05, 5.46, -5.44)  0.000
O (4.00, 4.39, -3.42)  0.000
O (-1.39, -0.17, -5.02)  0.000
O (-0.12, -3.17, -0.56)  0.033
O (2.27, -2.49, 0.31)  0.000
N (1.72, -3.00, 2.87)  0.001
N (-0.95, -2.31, 2.42)  -0.001
N (1.61, -0.23, -2.24)  0.000
N (1.53, 1.38, -3.78)  0.000
N (-1.29, -1.26, 3.20)  0.009
N (-0.58, 0.73, -4.93)  0.000
N (1.09, -0.43, 1.60)  0.000
N (0.64, 0.29, 2.64)  0.000
N (-0.94, -1.25, 0.00)  0.208
C (2.55, -2.72, 3.94)  0.000
C (-4.75, -3.33, -1.13)  0.000
C (-2.84, 2.90, -3.00)  0.001
C (-3.61, -2.75, -0.59)  0.002
C (-5.52, 0.32, 0.79)  0.013
C (2.32, 6.41, -3.06)  0.000
C (5.36, -2.70, 1.42)  0.000
C (-1.16, -2.37, -0.61)  0.020
C (-2.39, -2.89, -1.24)  0.001
C (2.85, -3.82, 4.75)  0.000
C (5.73, -3.95, 2.21)  0.000
C (-2.01, -3.14, 2.39)  0.001
C (-3.45, -4.19, -2.96)  0.000
C (-5.68, 3.59, 2.69)  0.005
C (0.49, -0.39, -2.98)  0.000
C (-4.14, 0.90, -3.19)  0.000
C (-4.33, 3.89, 2.82)  0.006
C (-2.34, 2.49, -1.76)  0.006
C (-6.72, 4.47, 3.31)  0.001
C (-3.03, -2.63, 3.16)  0.001
C (1.21, 1.50, 2.61)  0.001
C (4.00, -1.39, 5.30)  0.000
C (2.46, -3.52, -2.45)  0.000
C (3.49, 1.38, -2.18)  0.000
C (1.41, -4.28, 2.81)  0.000
C (3.14, -1.49, 4.22)  0.000
C (-4.67, -4.05, -2.31)  0.000
C (-3.71, 1.91, 1.59)  0.121
C (0.42, 0.57, -3.94)  0.000
C (-3.75, 2.12, -3.70)  0.000
C (4.29, -2.50, 6.10)  0.000
C (1.49, 3.86, -4.02)  0.000
C (1.93, 0.34, 0.89)  0.000
C (1.94, 2.51, -4.61)  0.000
C (-5.06, 1.58, 1.48)  0.010
C (4.77, -3.01, 0.04)  0.000
C (2.39, 6.07, -1.59)  0.000
C (-2.31, -3.62, -2.42)  0.001
C (-3.34, 3.06, 2.30)  0.028
C (-2.53, -1.43, 3.66)  0.012
C (-1.39, 3.38, -1.01)  0.012
C (-6.03, 2.42, 2.02)  0.002
C (2.82, -4.51, -1.35)  0.000
C (-1.90, 3.48, 2.56)  0.009
C (3.71, -3.73, 5.83)  0.000
C (2.22, 0.85, -2.74)  0.000
C (-2.76, 1.26, -1.25)  0.020
C (3.66, -2.89, -3.16)  0.000
C (2.05, 1.58, 1.51)  0.001
C (-3.64, 0.47, -1.97)  0.004
B (-0.29, -0.22, 3.77)  0.001
H (-1.73, 3.56, 3.63)  0.000
H (3.30, 1.80, -1.20)  0.000
H (3.37, -2.54, -4.15)  0.000
H (4.63, -2.11, 1.99)  0.000
H (2.36, -0.04, -0.02)  0.000
H (-1.16, 4.28, -1.58)  0.001
H (-6.53, 0.06, 1.10)  0.001
H (5.40, -3.70, -0.52)  0.000
H (1.22, 3.75, -2.97)  0.000
H (-4.83, 0.27, -3.74)  0.000
H (4.86, -4.60, 2.34)  0.000
H (1.01, 2.22, 3.38)  0.000
H (6.51, -4.52, 1.70)  0.000
H (6.10, -3.68, 3.19)  0.000
H (-0.21, -1.19, -2.80)  0.000
H (-7.07, 2.16, 1.91)  0.000
H (-6.68, 5.48, 2.88)  0.000
H (-3.65, -2.22, 0.35)  0.004
H (-5.53, 0.47, -0.29)  0.001
H (0.68, 4.31, -4.59)  0.000
H (-2.50, 3.84, -3.41)  0.000
H (-1.35, -3.74, -2.91)  0.000
H (-5.56, -4.51, -2.72)  0.000
H (4.47, -0.45, 5.52)  0.000
H (4.97, -2.41, 6.93)  0.000
H (4.20, 0.55, -2.07)  0.000
H (2.93, -0.63, 3.60)  0.000
H (1.68, 5.29, -1.32)  0.000
H (-2.97, -0.72, 4.33)  0.000
H (-1.71, 4.46, 2.12)  0.001
H (2.99, 7.23, -3.33)  0.000
H (-4.00, -3.06, 3.35)  0.000
H (3.02, 2.50, -4.70)  0.000
H (-0.46, 2.85, -0.78)  0.004
H (-7.72, 4.08, 3.15)  0.000
H (-3.94, -0.50, -1.60)  0.001
H (-1.83, 3.68, -0.05)  0.003
H (1.32, 6.65, -3.41)  0.000
H (4.04, -2.02, -2.62)  0.000
H (-0.93, 0.72, 4.17)  0.000
H (-6.55, 4.57, 4.38)  0.000
H (3.39, 5.73, -1.33)  0.000
H (1.86, -4.06, -3.18)  0.000
H (-4.03, 4.79, 3.34)  0.002
H (3.71, -5.10, -1.59)  0.000
H (-4.85, -0.50, 1.02)  0.009
H (0.38, -0.76, 4.62)  0.000
H (1.84, -2.74, -2.03)  0.000
H (4.47, -3.61, -3.29)  0.000
H (2.65, 2.41, 1.21)  0.000
H (-4.12, 2.46, -4.66)  0.000
H (2.00, -5.19, -1.16)  0.000
H (1.51, 2.38, -5.60)  0.000
H (4.59, -2.10, -0.52)  0.000
H (-5.70, -3.23, -0.61)  0.000
H (3.94, 2.15, -2.79)  0.000
H (-3.38, -4.76, -3.87)  0.000
H (3.92, -4.60, 6.44)  0.000
H (6.25, -2.08, 1.29)  0.000
H (-1.98, -4.06, 1.82)  0.000
H (2.16, 6.95, -0.99)  0.000
H (-1.19, 2.77, 2.15)  0.006

Values from the calculation:
Orbital gap (alpha / beta) ... 7.19 / 6.16 eV
Total charge ... +1
Lowest unoccupied orbital energy (alpha / beta) ... -0.1116 / -0.1503 hartree
2S+1 ... 2
Molecular weight ... 1199.650 g/mol